ORCA calculation (wB97M-V/def2-TZVPD) on a cluster of 25 separate species, C38H79Cl48O3S in total.

The value obtained for the HOMO energy is -11.295 eV. Its total energy is -658727.5417 eV. For the maximum force, the calculation gives 2.856 eV/Å.

```
! wB97M-V def2-TZVPD RIJCOSX def2/J DEFGRID3
* xyz 1 1
C 3.4855 4.4415 -2.5038
C 3.9047 4.5159 -0.8862
O 2.7120 4.0869 -0.1471
C 3.0053 3.0883 0.8881
C 1.7625 1.9723 0.8003
O 2.0916 0.6853 1.4310
C 1.6178 -0.4602 0.6247
S 3.1354 -1.0225 -0.3863
C 3.3372 0.1022 -1.8727
C 2.6204 -0.4836 -3.2403
C 3.0699 0.4483 -4.5453
C 4.5136 -0.1724 -5.1085
O 4.6213 0.2704 -6.5184
C 6.0220 0.5125 -6.8997
C 4.5935 -0.6667 0.7349
C 5.9881 -1.4255 0.3263
C 7.1780 -0.2517 0.3755
C 6.0081 -2.0831 -1.1762
H 4.3563 4.0029 -3.1582
H 2.5875 3.6582 -2.5619
H 3.1633 5.4901 -2.9264
H 4.2018 5.6381 -0.6718
H 4.8425 3.8268 -0.7785
H 4.0427 2.5570 0.7987
H 2.9311 3.5687 1.9557
H 0.8921 2.4532 1.4603
H 1.3723 1.8355 -0.3067
H 1.3907 -1.3342 1.3958
H 0.6879 -0.2257 -0.0494
H 2.9288 1.1960 -1.7218
H 4.4935 0.2028 -2.1343
H 2.9134 -1.6263 -3.3849
H 1.4450 -0.4561 -3.1982
H 2.2687 0.4144 -5.4194
H 3.2246 1.5367 -4.1327
H 4.4991 -1.3453 -5.0874
H 5.3692 0.2449 -4.4178
H 6.4448 1.4600 -6.3121
H 6.0215 0.7007 -8.0741
H 6.7004 -0.4200 -6.6525
H 4.2563 -0.9564 1.8375
H 4.7703 0.5016 0.7323
H 6.2282 -2.1918 1.1963
H 8.2591 -0.6971 0.2391
H 6.9287 0.4756 -0.5375
H 7.0866 0.3772 1.3849
H 6.1284 -1.2331 -1.9924
H 5.1424 -2.8380 -1.4017
H 7.0168 -2.7177 -1.2449
C -1.9699 1.9205 2.0179
Cl -3.4710 1.1887 2.5978
Cl -1.4746 1.2173 0.4734
H -2.1251 2.9941 1.8865
H -1.1823 1.7492 2.7557
C 0.5974 -4.3153 -0.2106
Cl -0.7955 -3.9049 0.7976
Cl 0.7598 -3.1861 -1.5611
H 1.5029 -4.2728 0.3994
H 0.4655 -5.3256 -0.6055
C -4.7047 4.2235 4.8036
Cl -3.5212 4.5678 3.5364
Cl -4.0339 3.1303 6.0203
H -4.9914 5.1606 5.2868
H -5.5838 3.7570 4.3523
C 0.4022 -2.2158 -5.8606
Cl 1.5856 -1.8715 -7.1278
Cl 1.0729 -3.3090 -4.6439
H 0.1155 -1.2787 -5.3774
H -0.4769 -2.6822 -6.3119
C 0.2137 -8.1874 -1.9484
Cl -1.3058 -7.2999 -2.1172
Cl 1.5136 -7.1239 -1.3967
H 0.0776 -8.9904 -1.2199
H 0.4878 -8.6111 -2.9176
C -1.2784 -9.0662 -5.8641
Cl -0.0530 -7.8451 -6.2281
Cl -0.8179 -10.0292 -4.4549
H -2.2283 -8.5667 -5.6586
H -1.3886 -9.7279 -6.7266
C -3.0186 -6.3082 -8.4491
Cl -2.1171 -7.4778 -9.4209
Cl -3.8518 -7.1033 -7.1079
H -2.3226 -5.5682 -8.0468
H -3.7577 -5.8129 -9.0835
C -7.4849 0.9093 6.7077
Cl -8.8778 1.3196 7.7159
Cl -7.3225 2.0385 5.3572
H -6.5794 0.9517 7.3177
H -7.6168 -0.1010 6.3128
C -10.5969 4.3798 4.1890
Cl -9.3715 5.6008 3.8251
Cl -10.1364 3.4167 5.5982
H -11.5468 4.8792 4.3946
H -10.7071 3.7180 3.3265
C -0.0317 0.3445 -9.9739
Cl 0.2533 2.0626 -10.2774
Cl -1.7439 0.0281 -9.6681
H 0.2853 -0.2286 -10.8485
H 0.5485 0.0364 -9.1007
C -1.8085 -0.1079 7.8030
Cl -3.5750 -0.0587 7.7576
Cl -1.1194 0.3297 6.2349
H -1.4522 0.5977 8.5574
H -1.4872 -1.1194 8.0629
C 2.8791 0.4271 -12.7845
Cl 4.4704 -0.0847 -12.2092
Cl 1.7235 -0.9097 -12.7318
H 2.5147 1.2376 -12.1488
H 2.9695 0.7788 -13.8151
C 7.7213 0.0515 -10.3619
Cl 8.9047 0.3959 -11.6291
Cl 8.3920 -1.0416 -9.1452
H 7.4346 0.9887 -9.8787
H 6.8422 -0.4149 -10.8132
C -4.9541 -7.7463 -1.8356
Cl -4.2987 -7.3113 -3.4187
Cl -5.3010 -9.4774 -1.7447
H -4.2233 -7.4890 -1.0651
H -5.8788 -7.1889 -1.6679
C 2.0026 5.2622 -8.8550
Cl 3.2280 6.4833 -9.2190
Cl 2.4632 4.2992 -7.4458
H 1.0528 5.7617 -8.6495
H 1.8925 4.6005 -9.7176
C 2.0662 -1.5538 4.7803
Cl 2.5030 -1.8223 6.4720
Cl 2.2183 -3.0431 3.8400
H 1.0315 -1.2061 4.7309
H 2.7305 -0.7965 4.3571
C 6.2926 -2.3959 6.3916
Cl 6.3311 -0.7676 5.7046
Cl 7.3803 -3.4811 5.5172
H 6.6034 -2.3480 7.4380
H 5.2737 -2.7855 6.3268
C -8.5513 0.5840 11.8086
Cl -7.2961 0.5411 10.5646
Cl -9.7530 -0.6853 11.5439
H -8.0877 0.4365 12.7870
H -9.0487 1.5565 11.7789
C -8.6824 5.9922 7.5190
Cl -7.4570 7.2132 7.1551
Cl -8.2219 5.0291 8.9282
H -9.6323 6.4916 7.7246
H -8.7926 5.3304 6.6565
C -6.7665 1.4433 0.8119
Cl -8.1594 1.8536 1.8201
Cl -6.6041 2.5724 -0.5386
H -5.8609 1.4857 1.4219
H -6.8983 0.4330 0.4170
C -9.3336 8.6334 10.0382
Cl -9.7899 9.7149 8.7164
Cl -10.5032 7.3201 10.2181
H -8.3501 8.2073 9.8258
H -9.2948 9.2052 10.9686
C 5.1735 -6.4038 -0.0160
Cl 3.6540 -5.5162 -0.1847
Cl 6.4734 -5.3402 0.5358
H 5.0375 -7.2067 0.7125
H 5.4476 -6.8274 -0.9852
C -7.6887 3.9271 13.1595
Cl -9.3262 3.6901 12.5370
Cl -6.7824 2.4093 13.1596
H -7.1693 4.6515 12.5275
H -7.7483 4.3060 14.1827
C 8.7609 2.9396 3.0802
Cl 7.1234 2.7026 2.4578
Cl 9.6672 1.4217 3.0804
H 9.2804 3.6640 2.4483
H 8.7013 3.3184 4.1034
*
```

***

ORCA calculation (wB97M-V/def2-TZVPD) on a structure of composition C38H83MgN7O13.

The value obtained for the HOMO energy is -7.842 eV. Its total energy is -83246.6485 eV. For the maximum force, the calculation gives 3.394 eV/Å.

```
! wB97M-V def2-TZVPD RIJCOSX def2/J DEFGRID3
* xyz 0 1
Mg 11.7220 13.0139 12.9120
C 7.9609 12.2148 14.4750
C 9.2032 11.4762 13.9148
C 8.7785 10.0665 13.4052
O 9.8948 12.1932 12.9255
H 8.2651 13.2167 14.6653
H 7.5359 11.6907 15.3570
H 7.2468 12.1792 13.6399
H 9.9038 11.2984 14.8194
H 7.9213 10.1545 12.7533
H 8.5502 9.4672 14.3231
H 9.6064 9.6332 12.8514
C 13.3465 12.1141 16.3962
C 12.6754 12.5137 15.0402
O 12.8730 11.7725 14.0508
O 12.0263 13.6066 15.0082
H 14.2230 11.5142 16.2895
H 12.7365 11.4418 16.9083
H 13.6022 13.0374 16.9820
C 9.9322 16.1850 7.8786
C 10.1932 17.6719 8.1941
C 11.5440 17.6060 8.9105
O 11.7438 16.2478 9.2794
C 10.4456 15.6249 9.1697
H 10.5898 15.9579 7.0241
H 8.8929 16.0472 7.6984
H 9.3916 18.0135 8.9068
H 10.2195 18.3159 7.2800
H 11.5197 18.2712 9.7596
H 12.3505 17.9563 8.2834
H 9.8358 16.0773 10.0059
H 10.6000 14.5135 9.3322
C 15.9384 15.5245 15.8606
C 17.2762 15.6198 15.1897
C 16.8936 16.4354 13.8768
O 15.6265 17.0768 14.1780
C 15.3592 16.8141 15.5919
H 16.0871 15.4081 16.8880
H 15.2815 14.6651 15.5321
H 17.6460 14.6133 14.8694
H 17.9458 16.2137 15.7741
H 16.6051 15.8419 12.9565
H 17.6646 17.1769 13.5812
H 14.2563 16.7203 15.7158
H 15.8585 17.5772 16.1635
C 6.4866 18.4539 18.4125
C 7.5599 19.5132 18.3634
C 8.6517 18.9127 17.5252
O 8.1674 17.6983 17.0143
C 6.7364 17.8277 17.0844
H 5.4495 18.6989 18.6858
H 6.7260 17.7048 19.1848
H 7.9681 19.8251 19.3551
H 7.1783 20.4150 17.8326
H 9.6158 18.7649 18.0586
H 9.0624 19.5821 16.8108
H 6.2955 16.9066 16.8662
H 6.4462 18.5505 16.3450
C 13.3750 15.6835 12.5327
O 13.4180 14.4508 12.5660
N 13.9986 16.4659 11.6328
C 14.0462 17.9053 11.7461
C 14.6415 15.8211 10.5461
H 12.7144 16.2643 13.2005
H 15.1060 18.1855 12.0264
H 13.3568 18.2522 12.5168
H 13.8376 18.2486 10.7218
H 14.7007 14.7554 10.7101
H 14.0158 16.0207 9.6261
H 15.5848 16.2725 10.3119
C 12.1904 11.6640 10.2513
O 11.8701 12.6608 10.8842
N 13.1143 11.7531 9.2267
C 13.3157 10.6280 8.3210
C 13.5992 13.0707 8.7821
H 11.8028 10.6012 10.5283
H 12.8276 9.7351 8.7477
H 14.3054 10.3188 8.2305
H 12.7906 10.8619 7.4278
H 14.6062 13.3113 9.1501
H 13.6498 13.1493 7.6762
H 12.9268 13.8050 9.2295
C 8.0221 13.0284 10.8137
O 7.4085 14.0774 11.1216
N 7.8898 12.4680 9.6075
C 8.6862 11.3234 9.1878
C 7.0343 13.1109 8.5825
H 8.6548 12.4137 11.4116
H 9.6052 11.6504 8.7536
H 8.1183 10.7616 8.4497
H 8.9157 10.6496 10.0058
H 6.6219 13.9701 9.0052
H 7.6696 13.3617 7.7073
H 6.1665 12.5604 8.2071
C 17.9138 11.5761 13.3139
O 18.4541 12.6259 13.0549
N 16.6663 11.2313 13.0401
C 16.2042 9.8511 13.1379
C 15.7548 12.1666 12.4416
H 18.4812 10.8018 13.8204
H 15.1984 9.7524 13.5901
H 16.9192 9.1933 13.5562
H 16.0946 9.4919 12.0679
H 15.0413 12.4578 13.1904
H 16.1820 13.0479 12.0645
H 15.3017 11.6710 11.5562
C 11.0717 16.8622 15.7726
O 11.4245 17.9794 15.4821
N 11.5423 16.1592 16.8942
C 10.9116 14.9963 17.3822
C 12.3355 16.9402 17.8770
H 10.3293 16.2744 15.1565
H 10.3829 14.4312 16.5454
H 10.1594 15.2771 18.1744
H 11.6949 14.2836 17.8340
H 11.7407 17.0491 18.7753
H 13.1786 16.3302 18.3363
H 12.6987 17.8545 17.4819
C 12.1907 8.7020 12.8007
O 12.5252 8.5239 11.6230
N 11.9059 7.7696 13.7145
C 12.1420 6.4761 13.2997
C 11.7157 8.2638 15.0775
H 12.1679 9.7210 13.2983
H 13.1280 6.1554 13.6523
H 12.0870 6.5276 12.1824
H 11.4196 5.8015 13.7049
H 11.0745 9.0970 14.9480
H 11.2596 7.5281 15.7624
H 12.6315 8.6299 15.5369
C 9.5669 14.8847 12.7768
O 10.7266 14.8786 12.4561
N 8.8906 16.0264 12.9510
C 9.6606 17.2713 12.9772
C 7.4747 16.0470 13.3136
H 9.0354 13.9185 12.9557
H 9.3488 17.9720 12.2538
H 10.6742 17.0139 12.7584
H 9.6689 17.8067 13.9323
H 7.5073 16.2062 14.3563
H 6.9551 16.8903 12.8671
H 7.0769 15.1714 12.8949
*
```